{
  "formula": "C4H5O6Yb",
  "method": "ωB97M-V/def2-TZVPD",
  "e_tot_ev": -48023.1757,
  "e_above_lowest_kj_mol": 97.8,
  "orbital_gap_ev": [8.75, 4.36],
  "s2": 0.756,
  "total_charge": 2,
  "spin_multiplicity": 2,
  "symbols": ["O", "O", "C", "C", "H", "Yb", "H", "O", "H", "H", "C", "H", "O", "O", "C", "O"],
  "xyz": [[2.72463, 0.84920, -0.44639], [-1.69020, 2.40023, 0.44750], [-0.89101, -1.33579, 0.48898], [-1.72290, 1.26898, -0.23617], [-0.48519, -2.35307, 0.56116], [4.47124, 0.44574, 1.20248], [-2.00624, 3.12248, -0.11157], [-0.48826, 0.88605, -0.50218], [-0.67621, -0.90545, -1.57132], [-0.24516, -0.82663, 1.29669], [-0.21703, -0.59465, -0.62478], [-1.91420, -1.58833, 0.18933], [-2.70880, 0.56297, -0.31615], [1.16541, -0.72117, -0.94219], [2.14561, -0.24841, -0.20198], [2.53833, -0.96213, 0.76658]],
  "forces_ev_per_a": [[0.01, -0.27, -0.17], [-1.20, -0.29, -0.97], [3.98, 0.01, 0.54], [5.63, 0.78, 1.72], [0.33, 0.10, -0.44], [-1.54, -0.49, -0.94], [-0.45, 0.89, 0.11], [-1.89, -0.62, 0.09], [0.20, 0.38, 0.01], [-2.78, -0.72, 0.61], [-0.04, -1.37, -3.47], [-0.34, 1.07, 1.23], [-2.02, -0.63, -0.50], [-2.51, 0.36, -0.60], [1.99, 0.71, 2.35], [0.63, 0.08, 0.44]]
}